Entry from the OMol25 dataset: a molecular structure, Cl4Fe (the ωB97M-V functional and the def2-TZVPD basis).

Last column: Löwdin spin population.
Cartesian coordinates (Å):
Fe (-0.10569, 0.03738, 0.06757)  4.153
Cl (2.02969, -0.27682, 0.75021)  0.224
Cl (-0.99815, 1.76946, 1.18396)  0.197
Cl (0.07797, 0.51939, -2.12459)  0.224
Cl (-1.00381, -2.04942, 0.12286)  0.202

Computed properties:
E_LUMO (spin up / spin down)	3.608 / 2.223	eV
DFT total energy	-84483.9459	eV
ΔE to the lowest compared entry with this formula, charge and spin	0.00	kcal per mole
charge	-1
multiplicity	6



Entry from the OMol25 dataset: 2 unconnected molecules or ions with the total composition C5H10N (the ωB97M-V functional and the def2-TZVPD basis).

Last column: Mulliken charge in e.
Cartesian coordinates (Å):
C (-2.80815, 0.92486, 0.50570)  -0.197
C (1.43284, 0.31704, 0.81618)  -0.357
C (-0.66755, -0.22447, 0.16343)  0.086
C (2.07420, 0.53713, -0.47552)  -1.002
C (-0.37536, -1.50459, -0.52981)  -0.737
N (-1.72907, 0.41186, 0.22148)  0.005
H (-3.17051, 1.64690, -0.15772)  0.287
H (-3.47489, 0.73992, 1.39682)  0.269
H (1.33788, 1.14076, 1.45099)  0.356
H (1.66041, -0.59787, 1.28994)  0.350
H (1.40974, 1.01004, -1.09622)  0.394
H (2.30456, -0.44122, -0.97614)  0.337
H (2.93973, 1.12230, -0.47263)  0.374
H (-0.31751, -2.31935, 0.18283)  0.319
H (0.55443, -1.27819, -0.94102)  0.177
H (-1.17074, -1.48511, -1.37834)  0.339

Computed properties:
E_LUMO	-5.160	eV
DFT total energy	-6826.2780	eV
ΔE to the lowest compared entry with this formula, charge and spin	90.49	kcal per mole
charge	+1



Entry from the OMol25 dataset: 2 unconnected molecules or ions with the total composition C3H3ClO2 (the ωB97M-V functional and the def2-TZVPD basis).

Last column: Mulliken charge in e.
Cartesian coordinates (Å):
C (0.30697, -1.35053, -1.42662)  0.775
C (-0.22312, -0.39198, 0.78691)  -0.022
C (0.14372, 1.04343, 0.56039)  -0.754
O (-0.47994, -0.66025, -1.88901)  -0.404
O (1.05502, -2.15480, -1.08538)  -0.363
Cl (-1.68510, -0.69388, 1.51275)  -0.069
H (-0.07838, 1.14700, -0.61434)  0.256
H (1.21333, 1.21548, 0.82247)  0.278
H (-0.25249, 1.84551, 1.33283)  0.304

Computed properties:
E_LUMO	-0.663	eV
DFT total energy	-19773.8886	eV
ΔE to the lowest compared entry with this formula, charge and spin	64.58	kcal per mole



Entry from the OMol25 dataset: a gas-phase ion, C11H20ClN2 (charge +1) (the ωB97M-V functional and the def2-TZVPD basis).

Last column: Mulliken charge in e.
Cartesian coordinates (Å):
C (1.45170, 0.33436, -0.34014)  -0.659
C (0.98084, -0.75633, 0.22080)  0.204
C (-0.34834, -0.87852, 0.90800)  0.548
C (0.74381, 1.68266, -0.43244)  0.775
C (-0.19294, 2.04697, 0.67973)  -1.205
C (-1.42810, -0.62158, -0.05915)  -0.108
C (1.73538, 2.86783, -0.38195)  -1.222
C (2.33994, -2.04170, 1.71057)  -1.134
C (-2.71122, -1.83138, -1.84308)  -1.403
C (1.84903, -1.96120, 0.31592)  -0.687
C (-1.47214, -1.02981, -1.46842)  -0.032
N (-0.41927, -1.29440, 2.14896)  -0.666
N (-1.47987, 2.48583, 0.34587)  0.063
Cl (-2.99150, -0.08262, 0.61282)  -0.204
H (2.31495, 0.50635, -0.99916)  0.286
H (0.15053, 1.79014, -1.34221)  0.333
H (0.00669, 1.71097, 1.68926)  0.486
H (1.18177, 3.76600, -0.72929)  0.368
H (2.66522, 2.58502, -1.00615)  0.348
H (2.11004, 2.94467, 0.73260)  0.303
H (3.18934, -2.62428, 2.03864)  0.385
H (1.48617, -2.26084, 2.33756)  0.256
H (2.63803, -1.01190, 1.94322)  0.321
H (-2.59907, -2.05448, -2.96869)  0.346
H (-3.69215, -1.45317, -1.53607)  0.413
H (-2.80156, -2.88660, -1.44344)  0.348
H (1.24108, -2.73479, -0.07667)  0.340
H (2.68048, -1.76845, -0.41957)  0.360
H (-1.48176, -0.13566, -2.03417)  0.161
H (-0.57585, -1.59639, -1.72219)  0.335
H (-1.32901, -1.25775, 2.62121)  0.270
H (-2.21039, 1.72773, 0.71275)  0.242
H (-1.40162, 2.32782, -0.74885)  0.448
H (-1.63023, 3.50550, 0.53370)  0.382

Computed properties:
E_LUMO (spin up / spin down)	-4.124 / -4.643	eV
DFT total energy	-27221.9939	eV
ΔE to the lowest compared entry with this formula, charge and spin	112.39	kcal per mole
charge	+1



Entry from the OMol25 dataset: a gas-phase ion, C21H39BN3O3 (charge +1) (the ωB97M-V functional and the def2-TZVPD basis).

Last column: Mulliken charge in e.
Cartesian coordinates (Å):
C (4.24169, 1.12411, -0.31972)  0.016
C (3.78189, 1.75836, -1.23141)  -0.451
C (3.05226, 2.57398, -2.21310)  -0.671
C (2.23886, 1.71040, -3.20911)  -0.769
C (0.79634, 1.47899, -2.72889)  -1.452
C (0.78221, 0.79358, -1.39102)  0.432
C (1.16120, -0.49414, -1.14200)  -0.444
C (1.65368, -1.58251, -2.06473)  -0.835
N (0.69270, -1.93724, -3.10782)  -0.594
N (1.02420, -0.66326, 0.23780)  0.952
B (1.33386, -1.91746, 1.02283)  0.400
O (0.28309, -2.49963, 1.67523)  -0.301
O (2.61969, -2.32225, 1.00313)  -0.170
C (2.90706, -3.72640, 1.16199)  -0.177
C (4.32609, -3.88341, 1.74130)  -1.173
C (0.58829, 0.46532, 0.77631)  -0.969
O (0.35494, 0.66366, 2.06635)  -0.283
C (1.54919, 1.04544, 2.83719)  -0.105
C (1.38605, 2.41343, 3.48857)  -1.184
N (0.42056, 1.37775, -0.18254)  1.548
C (-0.03660, 2.74856, 0.01166)  -1.058
C (-1.49353, 2.86598, 0.53549)  -0.950
C (-2.31550, 1.57756, 0.42871)  -0.166
C (-3.82481, 1.81440, 0.53543)  -0.798
C (-4.62957, 0.73344, -0.19367)  -0.915
C (-4.39314, -0.67494, 0.35828)  -0.059
C (-5.07439, -1.74854, -0.49507)  -0.485
C (-4.63245, -3.16197, -0.10143)  -1.201
H (4.76743, 0.69311, 0.49968)  0.514
H (2.37531, 3.25424, -1.69017)  0.209
H (3.75390, 3.20780, -2.75570)  0.441
H (2.76671, 0.77080, -3.36243)  0.385
H (2.20420, 2.23739, -4.16346)  0.466
H (0.20789, 0.93533, -3.46431)  0.447
H (0.34891, 2.46932, -2.63495)  0.475
H (1.88830, -2.46961, -1.47511)  0.149
H (2.57151, -1.25002, -2.54492)  0.304
H (-0.25484, -1.94602, -2.75864)  0.274
H (0.76486, -1.33138, -3.91062)  0.310
H (0.46854, -2.62816, 2.61300)  0.297
H (2.86668, -4.23450, 0.19901)  0.329
H (2.20324, -4.20852, 1.83760)  0.285
H (4.89397, -4.65115, 1.22351)  0.345
H (4.84331, -2.92914, 1.64124)  0.253
H (4.28298, -4.10679, 2.80634)  0.341
H (2.39859, 1.07688, 2.15304)  0.224
H (1.69813, 0.28418, 3.60016)  0.431
H (2.38789, 2.76600, 3.73716)  0.382
H (0.92603, 3.13248, 2.81570)  0.257
H (0.80363, 2.33619, 4.40407)  0.339
H (0.65493, 3.21780, 0.71074)  0.282
H (0.05931, 3.31071, -0.90937)  0.464
H (-1.97453, 3.67293, -0.01963)  0.480
H (-1.45377, 3.20655, 1.57220)  0.275
H (-2.07260, 1.08845, -0.52146)  0.283
H (-2.01718, 0.91353, 1.24146)  0.198
H (-4.10979, 1.79426, 1.58987)  0.368
H (-4.10268, 2.77982, 0.10656)  0.413
H (-5.69735, 0.95019, -0.12276)  0.460
H (-4.35814, 0.70974, -1.25428)  0.362
H (-4.78685, -0.77166, 1.37435)  0.240
H (-3.32528, -0.91849, 0.38921)  -0.018
H (-4.84509, -1.60718, -1.55471)  0.341
H (-6.15956, -1.68556, -0.38526)  0.319
H (-3.66287, -3.41393, -0.53733)  0.242
H (-5.35053, -3.91757, -0.42086)  0.395
H (-4.52735, -3.27189, 0.98132)  0.303

Computed properties:
E_LUMO	-2.253	eV
DFT total energy	-33694.7937	eV
SMILES	C#CCCCc1c(CN)n(B(O)OCC)c(OCC)[n+]1CCCCCCCC
charge	+1



Entry from the OMol25 dataset: a single C5H8N2 molecule (the ωB97M-V functional and the def2-TZVPD basis).

Last column: Mulliken charge in e.
Cartesian coordinates (Å):
N (1.65886, -0.72499, -0.15234)  -0.235
C (0.99059, 0.40556, 0.49586)  0.291
C (1.73602, 1.64282, 0.50460)  -0.073
N (2.33635, 2.63118, 0.50746)  -0.428
C (0.26701, -0.04305, -0.71637)  -0.620
C (-2.01551, 0.23728, -0.24506)  -1.191
C (-0.95619, -0.84444, -0.35683)  -0.147
H (1.84076, -1.45061, 0.53455)  0.255
H (2.45765, -0.57116, -0.75417)  0.294
H (0.66144, 0.11260, 1.50573)  0.283
H (-1.89967, 0.86778, -1.12557)  0.348
H (-1.92704, 0.86132, 0.64959)  0.303
H (-3.01851, -0.16911, -0.26936)  0.364
H (-1.23772, -1.53558, -1.16201)  0.293
H (-0.89405, -1.41962, 0.58391)  0.264

Computed properties:
E_LUMO	0.482	eV
DFT total energy	-8291.0904	eV
ΔE to the lowest compared entry with this formula, charge and spin	90.07	kcal per mole



Entry from the OMol25 dataset: a single C3H6N2O molecule (the ωB97M-V functional and the def2-TZVPD basis).

Last column: Mulliken charge in e.
Cartesian coordinates (Å):
C (-0.14298, -0.48043, 2.15918)  -0.870
C (-0.32247, -0.55905, 0.62093)  0.058
N (-0.37726, 0.56168, -0.09284)  -0.385
N (-0.29672, 0.20103, -1.43782)  0.023
C (0.27464, 1.14525, -2.29875)  0.091
O (0.81736, 0.96798, -3.49108)  -0.559
H (-0.53927, -1.40413, 2.44597)  0.321
H (0.99199, -0.57504, 2.41268)  0.244
H (-0.59033, 0.47382, 2.81204)  0.246
H (-0.20817, -1.66953, 0.33314)  0.218
H (0.01707, -0.88281, -1.64207)  0.310
H (0.37613, 2.22121, -1.82136)  0.304

Computed properties:
E_LUMO	0.612	eV
DFT total energy	-8232.8965	eV
SMILES	C/C=N/NC=O
ΔE to the lowest compared entry with this formula, charge and spin	87.68	kcal per mole



Entry from the OMol25 dataset: a molecular structure, H16NaO8 (the ωB97M-V functional and the def2-TZVPD basis).

Last column: Mulliken charge in e.
Cartesian coordinates (Å):
Na (-0.12187, 0.03032, 0.01238)  0.776
O (-1.61639, -1.01505, -1.29217)  -0.508
H (-2.12020, -1.79123, -1.13947)  0.244
H (-2.17275, -0.35382, -1.76743)  0.262
O (0.24242, -2.63838, -2.70716)  -0.647
H (0.83820, -2.56758, -3.45831)  0.297
H (0.09342, -1.78011, -2.33138)  0.421
O (0.71304, -2.04966, 0.83794)  -0.555
H (1.34688, -2.59856, 0.39276)  0.283
H (-0.00825, -2.58759, 1.10754)  0.285
O (-0.67356, 2.10458, -0.39639)  -0.554
H (-1.33425, 2.71535, -0.01486)  0.288
H (-0.67142, 2.31661, -1.35177)  0.277
O (1.13986, -0.17144, -1.83229)  -0.507
H (0.98480, 0.07013, -2.75530)  0.282
H (2.05896, -0.32588, -1.76945)  0.242
O (1.76553, 1.13377, 1.17752)  -0.507
H (2.40797, 1.21524, 1.89231)  0.251
H (2.16715, 1.70431, 0.50803)  0.308
O (-0.29835, 2.50948, 2.84233)  -0.612
H (0.53718, 2.34825, 3.24065)  0.280
H (-0.29612, 1.69004, 2.28803)  0.387
O (-1.47419, 0.03615, 1.81853)  -0.546
H (-1.32911, -0.58562, 2.54689)  0.284
H (-2.17896, 0.59068, 2.15107)  0.270

Computed properties:
E_LUMO	-3.297	eV
DFT total energy	-21052.8664	eV
ΔE to the lowest compared entry with this formula, charge and spin	13.18	kcal per mole
charge	+1



Entry from the OMol25 dataset: 2 unconnected molecules or ions with the total composition C17H19NO (the ωB97M-V functional and the def2-TZVPD basis).

Last column: Mulliken charge in e.
Cartesian coordinates (Å):
C (1.26025, 1.66478, 2.34527)  -0.882
C (0.40449, 0.75327, 3.02431)  0.504
C (0.56359, -0.04336, 4.21726)  -0.718
N (-0.71634, -0.36885, 4.75452)  -0.045
C (-1.69789, 0.25334, 3.86858)  -0.114
C (-3.07954, 0.29975, 4.04762)  -1.143
C (-3.75603, 0.98156, 3.02338)  -0.404
C (-3.07822, 1.52784, 1.95284)  -0.514
C (-1.70224, 1.51141, 1.75764)  -0.572
C (-0.98551, 0.79807, 2.78620)  1.225
H (2.20806, 1.13133, 2.31363)  0.386
H (1.30473, 2.67127, 2.87627)  0.205
H (0.93748, 1.83417, 1.32348)  0.012
H (1.53773, -0.10946, 4.71646)  0.364
H (-0.86047, -0.79730, 5.64229)  0.180
H (-3.38636, -0.21817, 4.78388)  0.664
H (-4.85142, 1.19369, 3.12064)  0.294
H (-3.55509, 2.15784, 1.18805)  0.306
H (-1.22302, 2.20729, 1.04894)  0.259
C (0.08969, -3.49332, -2.41966)  -1.118
C (0.25437, -2.54496, -3.63141)  -0.367
C (1.11735, -1.32265, -3.47575)  0.548
C (1.04321, -0.68728, -2.25822)  -0.187
C (1.33222, 0.67908, -2.02601)  -0.707
C (2.00082, 1.32325, -3.08988)  0.748
O (2.55585, 2.53356, -3.00240)  -0.548
C (2.23402, 0.62370, -4.29963)  -0.911
C (1.71365, -0.65207, -4.50058)  -0.478
H (0.70384, -3.26166, -1.49336)  0.325
H (0.35595, -4.56274, -2.75025)  0.259
H (-0.87743, -3.42904, -1.93690)  0.375
H (0.72944, -3.16190, -4.55599)  0.270
H (-0.75831, -2.58435, -4.07262)  0.265
H (0.46917, -1.23321, -1.44831)  0.148
H (1.35588, 1.05999, -1.00484)  0.268
H (2.26585, 3.27132, -2.33125)  0.346
H (2.43841, 1.24125, -5.11071)  0.389
H (1.65182, -1.24744, -5.38349)  0.369

Computed properties:
E_LUMO	0.545	eV
DFT total energy	-21471.5485	eV
SMILES	Cc1c[nH]c2ccccc12.CCc1ccc(O)cc1
ΔE to the lowest compared entry with this formula, charge and spin	108.09	kcal per mole



Entry from the OMol25 dataset: 2 unconnected molecules or ions with the total composition C5H13PS (the ωB97M-V functional and the def2-TZVPD basis).

Last column: Mulliken charge in e.
Cartesian coordinates (Å):
C (-3.16946, -0.46445, -0.78673)  -1.026
P (-1.36092, -0.44396, -1.09728)  0.196
C (-1.24063, 0.35432, -2.81985)  -1.211
S (-0.72191, 1.35651, -0.20701)  -0.251
H (-3.35882, -0.19068, 0.18740)  0.333
H (-3.81272, -0.02594, -1.53625)  0.352
H (-3.52934, -1.54633, -0.93460)  0.310
H (-0.18957, 0.54634, -3.00661)  0.350
H (-1.47020, -0.31083, -3.64469)  0.380
H (-1.87013, 1.23726, -2.87821)  0.401
H (-0.20944, 0.44843, 0.67312)  0.086
C (1.73482, -0.61712, 0.62603)  -1.079
C (1.85793, -0.32912, 1.95961)  0.043
C (3.06071, 0.38232, 2.56297)  -0.892
H (0.86787, -1.03384, 0.13388)  0.548
H (2.25885, -0.05119, -0.10340)  0.260
H (1.20103, -0.76271, 2.67362)  0.412
H (2.97257, 1.44812, 2.51919)  0.239
H (2.92945, -0.01401, 3.61393)  0.270
H (4.04990, 0.01689, 2.06490)  0.281

Computed properties:
E_LUMO	0.938	eV
DFT total energy	-25518.0862	eV
SMILES	CP(C)S.C=CC
ΔE to the lowest compared entry with this formula, charge and spin	65.46	kcal per mole



Entry from the OMol25 dataset: a single C2H3OPS molecule (the ωB97M-V functional and the def2-TZVPD basis).

Last column: Mulliken charge in e.
Cartesian coordinates (Å):
C (0.27707, 0.53268, -0.05402)  0.267
C (0.18922, -0.80154, 0.34966)  -0.450
O (-0.58353, 1.16173, -0.67850)  -0.590
P (-2.61759, -0.99867, -1.02545)  -0.004
S (-1.09452, -1.86246, -0.01124)  -0.018
H (1.22503, 1.02970, 0.21492)  0.301
H (0.98278, -1.27125, 0.90049)  0.335
H (-2.09060, 0.28198, -1.06375)  0.159

Computed properties:
E_LUMO (spin up / spin down)	-1.437 / -1.602	eV
DFT total energy	-24291.7896	eV
ΔE to the lowest compared entry with this formula, charge and spin	35.65	kcal per mole



Entry from the OMol25 dataset: a single C2H8N2Si2 molecule (the ωB97M-V functional and the def2-TZVPD basis).

Last column: Mulliken charge in e.
Cartesian coordinates (Å):
C (-2.42280, -0.08237, -0.01756)  -1.036
C (-1.38976, 0.75310, 0.03040)  0.444
N (2.12115, -0.42293, -0.00961)  -0.195
N (-0.08316, 0.37462, 0.05074)  -0.009
Si (0.69219, -1.38239, 0.01163)  0.156
Si (1.43582, 1.19431, -0.00517)  0.088
H (-3.43568, 0.27253, -0.02998)  0.250
H (-2.26880, -1.14800, -0.04921)  0.159
H (-1.54296, 1.82767, 0.06326)  0.278
H (3.08252, -0.70271, 0.06836)  0.241
H (0.37362, -2.06390, -1.23637)  -0.080
H (0.39182, -2.11572, 1.23488)  -0.079
H (1.77604, 1.96733, 1.18911)  -0.109
H (1.72036, 1.91674, -1.24430)  -0.108

Computed properties:
E_LUMO	0.477	eV
DFT total energy	-20940.1377	eV
ΔE to the lowest compared entry with this formula, charge and spin	0.00	kcal per mole



Number 1: largest force on an atom 0.76 eV/A. Number 2: largest force on an atom 3.95 eV/A. Number 3: largest force on an atom 2.84 eV/A. Number 4: largest force on an atom 3.14 eV/A. Number 5: largest force on an atom 1.52 eV/A. Number 6: largest force on an atom 1.49 eV/A. Number 7: largest force on an atom 6.92 eV/A. Number 8: largest force on an atom 2.28 eV/A. Number 9: largest force on an atom 7.98 eV/A. Number 10: largest force on an atom 4.07 eV/A. Number 11: largest force on an atom 1.76 eV/A. Number 12: largest force on an atom 3.80 eV/A.